{
  "formula": "C16H16BN6O6RbS",
  "method": "ωB97M-V/def2-TZVPD",
  "de_lowest_ev": 0.606,
  "total_energy_ha": -1846.53306,
  "total_charge": -2,
  "symbols": ["C", "H", "C", "H", "C", "N", "C", "C", "O", "H", "N", "C", "O", "H", "B", "H", "N", "C", "O", "Rb", "O", "C", "C", "O", "H", "C", "H", "H", "H", "C", "N", "O", "H", "H", "H", "C", "N", "C", "S", "N", "C", "H", "C", "C", "H", "H", "H"],
  "xyz": [[-0.156, -2.382, -2.185], [3.282, -1.138, -1.064], [-2.414, -2.838, -2.777], [4.929, -1.108, -0.354], [1.953, 1.279, 4.358], [-0.295, 3.184, 2.212], [3.990, -0.566, -0.459], [2.487, 2.657, -0.881], [3.322, -1.698, 1.827], [3.511, 4.325, 1.723], [-1.028, 2.399, 1.415], [1.780, -0.051, 4.674], [0.810, -4.371, -3.153], [2.486, 2.062, 4.876], [1.182, 2.896, 2.502], [4.689, 1.555, 1.402], [1.984, 2.959, 1.174], [-2.293, 4.118, 2.134], [-1.918, -0.986, -1.285], [0.043, -0.235, -0.045], [-3.628, -2.718, -2.931], [0.990, -0.546, 3.621], [-1.562, -3.914, -3.348], [0.869, -1.766, -1.785], [4.142, 0.424, -0.887], [-1.539, -1.954, -1.993], [4.275, 4.011, -0.889], [-3.004, 2.481, 0.762], [4.420, 0.692, 2.947], [-2.232, 2.945, 1.358], [1.618, 2.314, 0.058], [-1.943, -4.844, -4.049], [2.167, -0.581, 5.529], [1.621, 3.740, 3.240], [0.637, -1.551, 3.455], [-0.163, -3.655, -2.917], [1.313, 1.523, 3.195], [-1.023, 4.230, 2.660], [3.230, -0.369, 1.179], [0.716, 0.408, 2.744], [3.074, 3.721, 0.945], [5.545, 0.003, 1.737], [3.445, 3.556, -0.375], [4.633, 0.580, 1.885], [-0.591, 4.968, 3.316], [-3.130, 4.779, 2.287], [2.389, 2.256, -1.879]],
  "forces_ev_per_angstrom": [[-0.1119, 0.0081, -0.2513], [0.0008, 0.0138, -0.0230], [-0.1969, 0.0943, 0.0609], [0.0014, -0.0070, 0.0832], [0.0451, -0.0984, 0.0108], [-0.0084, 0.3306, 0.1411], [-0.3555, 0.0132, 0.1286], [0.0705, 0.1616, 0.1238], [-0.0647, -0.4844, 0.2306], [-0.0719, -0.0320, 0.0373], [-0.3048, -0.1196, -0.1910], [-0.0235, 0.0164, 0.0362], [0.0120, 0.0025, -0.0478], [-0.0414, 0.0289, -0.0412], [-0.1953, -0.3050, -0.2164], [-0.0020, 0.0347, -0.0109], [0.1694, 0.2735, 0.0806], [0.0024, 0.0029, -0.0029], [-1.0063, -0.4566, -0.8971], [0.4580, 1.4858, 1.7997], [-0.0098, -0.0223, -0.0010], [0.0720, 0.1609, 0.0985], [-0.0825, -0.2085, -0.1402], [0.3806, -0.8018, -0.8095], [0.0092, 0.0013, -0.0463], [0.0155, -0.0827, 0.0505], [-0.0206, 0.0164, 0.0031], [0.0137, -0.0163, 0.0082], [-0.0339, 0.0168, 0.0034], [0.0115, 0.1130, 0.0699], [0.1099, -0.1035, -0.1791], [0.0009, -0.0046, 0.0052], [0.0041, -0.0084, -0.0158], [0.0679, 0.0570, 0.0576], [0.0095, -0.0028, -0.0156], [0.2793, -0.0231, 0.0103], [0.0938, 0.1437, 0.2421], [-0.0870, -0.0166, -0.0140], [1.2008, 0.2403, -0.3075], [-0.0579, -0.1775, 0.2523], [0.0620, -0.0132, -0.1108], [-0.0265, -0.0496, -0.0247], [0.0283, -0.0288, -0.0110], [-0.4552, -0.0866, -0.1696], [0.0339, -0.0345, -0.0130], [0.0111, -0.0055, 0.0008], [-0.0076, -0.0262, 0.0051]]
}